(1)
Below is a cluster of 5 separate species, H10O5 in total, with properties calculated with the ωB97M-V functional and the def2-TZVPD basis.

Calculated values
HOMO energy in eV: -10.85

Geometry as XYZ:
```
15
H10O5 the ωB97M-V functional and the def2-TZVPD basis
O 0.06053 2.27440 0.96667
H 1.05253 2.29040 1.06767
H -0.05047 1.48440 0.47067
O -0.54247 1.53140 -1.92333
H -0.06347 2.28740 -1.52833
H 0.27253 1.10440 -2.27933
O 0.88553 -0.33960 0.15267
H 0.29453 -0.86160 -0.36233
H 1.74253 -0.53160 -0.15433
O -1.07647 -1.91460 -1.23533
H -2.01847 -1.80060 -0.99233
H -1.01747 -1.80060 -2.19233
O -0.08547 -1.52760 2.60367
H 0.44453 -1.10760 1.94867
H 0.10153 -1.08860 3.45767
```

(2)
Below is a cluster of 5 separate species, H10O5 in total, with properties calculated with the ωB97M-V functional and the def2-TZVPD basis.

Calculated values
HOMO energy in eV: -11.03

Geometry as XYZ:
```
15
H10O5 the ωB97M-V functional and the def2-TZVPD basis
O 1.62666 -17.05071 -13.31149
H 0.99797 -16.68626 -13.93452
H 2.36314 -16.43955 -13.32847
O 0.23358 -14.75471 -15.35439
H 0.26992 -14.68754 -16.30854
H 0.94390 -14.19155 -15.04694
O -1.17213 -14.11075 -10.83679
H -0.84917 -13.37122 -11.35159
H -0.92194 -14.88335 -11.34347
O 1.39817 -20.16814 -11.73943
H 2.29326 -20.37913 -12.00497
H 1.19036 -19.36341 -12.21426
O 3.20899 -12.51570 -14.25784
H 3.89820 -11.99256 -14.66718
H 3.22220 -12.25223 -13.33771
```

(3)
Below is a cluster of 5 separate species, H10O5 in total, with properties calculated with the ωB97M-V functional and the def2-TZVPD basis.

Calculated values
HOMO energy in eV: -11.42

Geometry as XYZ:
```
15
H10O5 the ωB97M-V functional and the def2-TZVPD basis
O 25.84369 -14.68016 -21.35361
H 26.37437 -13.96829 -20.99605
H 25.48469 -15.12179 -20.58399
O 30.74027 -10.96106 -19.17622
H 30.00275 -10.49109 -18.78709
H 31.42910 -10.91802 -18.51297
O 31.56633 -16.44829 -18.62365
H 31.35121 -15.78669 -19.28110
H 32.30173 -16.07417 -18.13841
O 20.22490 -14.12458 -25.19560
H 21.15265 -14.35906 -25.21891
H 19.96524 -14.08078 -26.11587
O 24.59708 -17.19016 -25.55266
H 24.80860 -16.91202 -24.66152
H 25.33974 -16.89423 -26.07908
```

(4)
Below is a cluster of 5 separate species, H10O5 in total, with properties calculated with the ωB97M-V functional and the def2-TZVPD basis.

Calculated values
HOMO energy in eV: -11.47

Geometry as XYZ:
```
15
H10O5 the ωB97M-V functional and the def2-TZVPD basis
O 29.65142 22.78692 2.19404
H 30.24384 23.30999 1.65397
H 29.81250 21.88366 1.92126
O 25.21632 22.10725 1.27294
H 26.02877 22.03749 1.77423
H 24.63284 21.46086 1.67038
O 31.64309 23.83482 -1.47203
H 32.10861 23.02584 -1.68432
H 30.72533 23.64062 -1.66239
O 30.29222 19.15287 0.21990
H 29.88019 19.45603 -0.58914
H 30.79758 18.38327 -0.04191
O 35.08077 22.10029 1.02887
H 34.56843 22.68065 0.46593
H 35.42779 22.67369 1.71226
```

It comes down to (1), which is 0.053 eV more stable than the next structure.

(1)
Below is a cluster of 5 separate species, H10O5 in total, with properties calculated with the ωB97M-V functional and the def2-TZVPD basis.

Calculated values
HOMO energy in eV: -10.78

Geometry as XYZ:
```
15
H10O5 the ωB97M-V functional and the def2-TZVPD basis
O 0.55507 2.03181 -2.43734
H 0.57364 2.71466 -1.75470
H 1.44792 2.02604 -2.80185
O 1.62438 -0.77520 3.18711
H 2.42829 -0.89661 3.70431
H 1.63099 -1.50330 2.55674
O -1.33306 1.41995 1.18644
H -2.00717 1.64482 0.53733
H -0.90149 0.62516 0.82904
O -1.81258 -2.36912 -0.87540
H -1.31082 -1.53558 -0.74384
H -2.44903 -2.17720 -1.57157
O 0.16091 -0.48373 -0.46183
H 1.01181 -0.76410 -0.10712
H 0.38113 0.04239 -1.24733
```

(2)
Below is a cluster of 5 separate species, H10O5 in total, with properties calculated with the ωB97M-V functional and the def2-TZVPD basis.

Calculated values
HOMO energy in eV: -10.43

Geometry as XYZ:
```
15
H10O5 the ωB97M-V functional and the def2-TZVPD basis
O -2.53829 1.33391 0.80792
O 0.21249 1.99681 -0.14148
O 2.98287 0.25590 -0.20022
O 0.84272 -1.46172 -0.60105
O -1.43532 -2.17064 0.12772
H -3.37320 0.86275 0.76037
H 1.14024 2.16068 0.00871
H 3.08647 -0.59354 -0.64341
H 0.85041 -0.52182 -0.83484
H -0.89270 -1.97769 0.93240
H -2.61646 2.14392 0.29226
H -0.45078 1.56106 0.38859
H 2.99276 0.00398 0.72930
H 0.28467 -1.89114 -1.25355
H -1.57407 -1.21590 -0.02310
```

It comes down to (1), which is 0.573 eV more stable than the next structure.

(1)
Below is a cluster of 5 separate species, H10O5 in total, with properties calculated with the ωB97M-V functional and the def2-TZVPD basis.

Calculated values
HOMO energy in eV: -11.41

Geometry as XYZ:
```
15
H10O5 the ωB97M-V functional and the def2-TZVPD basis
O 2.19637 0.28466 -5.06722
H 2.62149 -0.28579 -5.70759
H 2.25628 -0.19524 -4.24119
O -0.49773 0.97364 0.23462
H 0.04065 0.78657 1.00364
H 0.09882 0.87054 -0.50681
O 3.37092 -2.08636 -2.07478
H 3.96898 -1.64592 -1.47098
H 3.23012 -2.94966 -1.68604
O -2.51629 2.79310 3.43243
H -2.18425 2.66586 2.54372
H -2.03509 3.55206 3.76203
O -3.50114 -1.96806 3.17152
H -3.67386 -1.23643 2.57898
H -3.37528 -1.55894 4.02767
```

(2)
Below is a cluster of 5 separate species, H10O5 in total, with properties calculated with the ωB97M-V functional and the def2-TZVPD basis.

Calculated values
HOMO energy in eV: -10.86

Geometry as XYZ:
```
15
H10O5 the ωB97M-V functional and the def2-TZVPD basis
O -0.65870 -2.10661 0.34210
O -1.96858 0.32265 0.29371
O -0.26814 2.54719 -0.01036
O 1.87788 1.12925 1.14083
O 0.86157 -2.29977 -2.15810
H -0.89380 -1.21719 0.01472
H -1.74727 1.25108 0.10844
H 0.21640 2.30666 -0.80471
H 2.37653 1.20009 1.96103
H 0.04715 -1.87199 -2.45159
H -0.31563 -1.96469 1.23770
H -2.92729 0.25523 0.28313
H 0.27363 2.19564 0.71767
H 2.42382 0.63250 0.52350
H 0.70244 -2.38003 -1.19807
```

It comes down to (2), which is 0.655 eV more stable than the next structure.

(1)
Below is the molecule ClFH2Si, with properties calculated with the ωB97M-V functional and the def2-TZVPD basis.

Calculated values
HOMO energy in eV: -11.36

Geometry as XYZ:
```
5
ClFH2Si the ωB97M-V functional and the def2-TZVPD basis
F 1.43400 -1.33436 0.53784
Si 0.22070 -0.58257 -0.22035
Cl -0.13631 -1.72617 -2.13749
H 1.08802 0.68868 -0.49129
H -1.04253 -0.31091 0.42452
```

(2)
Below is a cluster of 2 separate species, ClFH2Si in total, with properties calculated with the ωB97M-V functional and the def2-TZVPD basis.

Calculated values
HOMO energy in eV: -9.21

Geometry as XYZ:
```
5
ClFH2Si the ωB97M-V functional and the def2-TZVPD basis
F 1.42539 0.92246 -0.37669
Si 0.34437 -0.25452 -0.34059
Cl -2.04219 0.74314 1.85445
H 1.04105 -1.44521 0.06366
H -0.76862 0.03413 -1.20083
```

It comes down to (1), which is 3.190 eV more stable than the next structure.

(1)
Below is the molecule C3H6OS, with properties calculated with the ωB97M-V functional and the def2-TZVPD basis.

Calculated values
HOMO energy in eV: -9.04

Geometry as XYZ:
```
11
C3H6OS the ωB97M-V functional and the def2-TZVPD basis
C 1.19733 -0.43842 0.33950
C 0.00576 0.14165 -0.42796
C -0.93316 1.16429 0.20053
H 2.55627 1.09339 -0.07460
H 1.13526 -0.35932 1.45786
H 1.28270 -1.58429 0.17246
H 0.21346 0.15800 -1.46673
H -0.76850 1.42687 1.19840
H -1.16810 2.05903 -0.44597
O 2.49382 0.01137 -0.14284
S -1.55133 -0.50561 -0.02320
```

(2)
Below is a cluster of 2 separate species, C3H6OS in total, with properties calculated with the ωB97M-V functional and the def2-TZVPD basis.

Calculated values
HOMO energy in eV: -8.82

Geometry as XYZ:
```
11
C3H6OS the ωB97M-V functional and the def2-TZVPD basis
C -0.18878 0.78511 0.75465
C 0.36286 0.11888 -0.43447
C 0.34567 -1.17737 -1.03692
H -1.76373 -0.00239 1.74453
H 0.16294 0.23654 1.59565
H 0.61422 1.76794 0.84563
H 0.05225 0.61263 -1.17739
H 0.31557 -1.82561 -0.18601
H -0.16690 -1.19434 -1.96542
O -1.57602 1.10302 0.93168
S 1.84192 -0.42440 -1.07194
```

It comes down to (1), which is 4.209 eV more stable than the next structure.

(1)
Below is a structure of composition C2H3NO2S, with properties calculated with the ωB97M-V functional and the def2-TZVPD basis.

Calculated values
HOMO energy in eV: -9.42

Geometry as XYZ:
```
9
C2H3NO2S the ωB97M-V functional and the def2-TZVPD basis
C -0.33749 -0.69236 0.05315
C 1.90446 0.11325 0.02699
H -3.16898 1.56571 0.00942
H -0.83263 -1.56561 -0.44159
H 3.24882 -0.08089 -0.18183
N -0.87852 0.28033 0.61826
O 1.13262 -1.01817 0.07757
O 1.45970 1.30480 -0.08288
S -2.52798 0.09295 -0.07910
```

(2)
Below is the molecule C2H3NO2S, with properties calculated with the ωB97M-V functional and the def2-TZVPD basis.

Calculated values
HOMO energy in eV: -9.64

Geometry as XYZ:
```
9
C2H3NO2S the ωB97M-V functional and the def2-TZVPD basis
C -1.84207 0.30596 -0.03877
C 1.99622 -0.52189 -0.08751
H -2.31495 1.30468 0.12909
H -0.08057 1.06479 0.60517
H 2.75206 -1.33409 -0.20258
N -0.48848 0.34093 0.05379
O -2.56585 -0.62132 -0.26616
O 2.19947 0.63336 -0.22485
S 0.34418 -1.17242 0.03183
```

(3)
Below is the molecule C2H3NO2S, with properties calculated with the ωB97M-V functional and the def2-TZVPD basis.

Calculated values
HOMO energy in eV: -8.91

Geometry as XYZ:
```
9
C2H3NO2S the ωB97M-V functional and the def2-TZVPD basis
C -0.75262 1.12658 0.09775
C 1.22784 -0.34722 -0.21283
H -1.24923 -1.61777 0.58861
H -1.76622 0.82322 0.33314
H 1.29602 -1.36332 -0.62784
N -0.04529 -0.10710 0.17043
O -0.97879 -1.12787 -0.18053
O -0.35235 2.22689 -0.19685
S 2.62063 0.38661 0.02811
```

(4)
Below is a cluster of 2 separate species, C2H3NO2S in total, with properties calculated with the ωB97M-V functional and the def2-TZVPD basis.

Calculated values
HOMO energy in eV: -9.35

Geometry as XYZ:
```
9
C2H3NO2S the ωB97M-V functional and the def2-TZVPD basis
C -0.27932 1.60713 -1.97682
C -0.02248 0.50081 1.68271
N -0.71323 0.48538 -2.02147
O -0.83654 0.25958 2.51639
O -0.18633 -0.75694 -1.82401
S -0.11762 3.15024 -1.99412
H -0.20534 1.19981 0.84607
H -0.91169 -1.37359 -2.00990
H 0.98002 0.04865 1.66817
```

It comes down to (2), which is 1.916 eV more stable than the next structure.

(1)
Below is a structure of composition C2H3NO2S, with properties calculated with the ωB97M-V functional and the def2-TZVPD basis.

Calculated values
HOMO energy in eV: -9.16

Geometry as XYZ:
```
9
C2H3NO2S the ωB97M-V functional and the def2-TZVPD basis
C -0.02737 0.58540 0.07563
C 0.96681 -0.68884 0.32881
H -3.25787 0.01760 -1.18555
H 0.15975 1.78008 0.64805
H 2.63763 -0.99305 0.85356
N -1.02726 0.23931 -0.61256
O 2.15939 -0.09084 0.67212
O 0.76698 -1.84374 0.35086
S -2.37806 0.99409 -1.13092
```

(2)
Below is the molecule C2H3NO2S, with properties calculated with the ωB97M-V functional and the def2-TZVPD basis.

Calculated values
HOMO energy in eV: -9.19

Geometry as XYZ:
```
9
C2H3NO2S the ωB97M-V functional and the def2-TZVPD basis
C -0.14562 0.77863 -0.06923
C -2.01814 -0.59182 0.04168
H 1.26962 -1.28103 -0.06831
H -0.84983 1.57417 -0.15210
H -2.43369 -1.64339 0.29870
N 1.12966 0.95360 0.08087
O -0.71396 -0.53565 -0.12895
O -2.73945 0.34205 0.03682
S 2.16976 -0.30606 0.01612
```

(3)
Below is the molecule C2H3NO2S, with properties calculated with the ωB97M-V functional and the def2-TZVPD basis.

Calculated values
HOMO energy in eV: -11.67

Geometry as XYZ:
```
9
C2H3NO2S the ωB97M-V functional and the def2-TZVPD basis
C 2.08056 -0.94254 -0.07014
C 0.60876 -0.55748 0.23675
N 3.13768 -1.27009 -0.24416
O 1.03305 1.75761 1.24656
O 1.37509 1.81373 -1.17546
S 0.60624 1.30080 -0.03415
H 0.49472 -0.89565 1.24379
H 0.08283 -0.95691 -0.69246
H -0.74579 1.42648 -0.13988
```

(4)
Below is a cluster of 2 separate species, C2H3NO2S in total, with properties calculated with the ωB97M-V functional and the def2-TZVPD basis.

Calculated values
HOMO energy in eV: -8.36

Geometry as XYZ:
```
9
C2H3NO2S the ωB97M-V functional and the def2-TZVPD basis
C -1.81760 0.23454 -0.34104
C 0.54416 -1.10602 0.09596
N -1.43030 1.26204 -0.28498
O 1.57347 -0.64514 -0.73528
O 0.97152 1.47361 0.64399
S 1.53738 -0.01404 0.54582
H -2.43199 -0.62896 -0.39306
H 0.98190 -2.10364 0.37692
H 0.07147 1.52760 0.09168
```

It comes down to (2), which is 0.952 eV more stable than the next structure.